Here is a molecular structure, C3H4LiO3Sr at a distorted geometry from OMol25. Energies are from ωB97M-V/def2-TZVPD.

The geometry in XYZ format:
```
12
C3H4LiO3Sr (ωB97M-V/def2-TZVPD)
Sr 3.705 0.728 -0.341
O 1.430 0.477 0.088
O -1.204 1.886 -0.077
O -1.825 -0.143 -1.192
C 0.634 -0.644 -0.247
C -1.808 0.821 -0.347
C -0.794 -0.585 0.332
Li 0.362 1.808 0.855
H 0.636 -0.816 -1.336
H -1.732 -0.822 0.862
H 1.095 -1.564 0.156
H -0.499 -1.146 1.248
```

Values from the calculation:
HOMO energy (alpha / beta), eV: -9.2610 / -9.1716
Total charge: +1
Energy relative to the best compared isomer or geometry (same formula, charge and spin), kcal/mol: 165.9